No. 1
DFT (wB97M-V/def2-TZVPD) results for a molecular structure, C27H35IN4P2Ti.

The geometry in ORCA input format:
```
! wB97M-V def2-TZVPD RIJCOSX def2/J DEFGRID3
* xyz 2 1
H -1.76165 -0.86180 -5.15116
C 1.01035 0.67502 4.17531
H -4.05575 -1.64477 0.41227
H 1.34805 -0.05004 -2.51777
C -3.96239 -2.09464 1.38855
C -2.78224 1.68031 -0.72600
H 2.03202 -3.14788 1.10942
C -2.95133 -2.66059 3.31806
C 2.69400 -2.75128 1.86444
C 2.81050 2.19482 1.50488
H -1.07464 1.62815 -5.75737
C -1.94216 1.84002 1.36348
H 5.31702 1.97608 -0.67012
H 0.30384 3.73655 -4.14829
H 1.40655 2.43329 -2.52195
H 2.12366 2.55120 2.26271
H -2.35539 2.04008 2.38391
N -1.94764 0.45247 0.95719
H -2.70865 2.50565 -3.40615
H -1.01576 -1.89291 -0.56826
H -2.97033 0.11114 -2.88980
C -2.46304 0.38712 -0.28852
H 1.76885 -1.69761 -0.31509
I -2.21571 0.59759 4.55535
H -2.28571 3.65837 0.13747
N 2.57613 -1.41956 2.24997
H 4.09403 -4.34675 2.42798
H -0.09704 -2.92536 0.53990
H -2.15880 -2.67560 4.03768
P 1.44001 -0.19499 1.55064
H -2.60388 -0.56405 -0.78806
C 3.75078 -3.32943 2.55439
H -4.68304 -3.70047 4.20934
C 0.94242 -1.05830 0.02951
H 0.76178 -0.29443 -0.74838
C -4.24799 -3.14950 3.38090
H 0.70941 -1.23799 -4.45032
H -5.91512 -3.01919 1.88512
N 2.69476 0.89424 1.01895
N -2.75680 -2.02863 2.08485
H 0.94969 2.58025 -5.31362
C 0.16276 -0.28285 -4.37077
C 3.89012 2.79156 0.87324
C 3.55231 -1.16972 3.21592
C 0.29630 2.67716 -4.43033
C 4.28934 -2.33773 3.42208
C -4.89554 -2.79361 2.15092
H 1.88440 1.34588 4.23722
C -2.36269 2.58543 0.22076
C -0.34677 -1.87294 0.30327
H 0.25750 0.96758 4.93323
H -1.41678 -1.52096 -3.55569
H 0.27254 0.23393 -5.33198
H 4.23646 3.80265 1.04550
H -1.60332 3.25048 -5.26676
H 3.62773 -0.19867 3.69222
P -1.19444 -1.19490 1.79034
C -1.32864 -0.61444 -4.16640
H -3.27724 1.88635 -1.67031
C 0.80837 0.53419 -3.27075
H 1.27086 -0.38153 4.35031
C 4.45663 1.83282 -0.02549
Ti -0.48713 0.92004 2.48957
C 0.84871 1.87166 -3.28043
C -2.15324 0.46331 -3.52756
C 3.70980 0.67055 0.09139
C -1.14140 2.31574 -4.90401
H 5.12177 -2.44489 4.09039
H 3.79408 -0.29113 -0.39845
C -2.05130 1.75747 -3.84887
*
```

The calculation puts the HOMO energy (alpha / beta) at -13.8 / -13.8 eV.


No. 2
DFT (wB97M-V/def2-TZVPD) results for a molecular structure, C27H35InN10O6S.

The geometry in ORCA input format:
```
! wB97M-V def2-TZVPD RIJCOSX def2/J DEFGRID3
* xyz 2 1
N 0.00820 0.53068 4.59403
N 4.28605 -1.23948 -0.50639
C -0.07278 -3.80027 0.28091
C 0.56817 7.30827 -0.46944
H -1.42969 5.03410 -3.62426
H -3.70987 8.36988 -0.80128
C -0.65248 -5.03155 0.06069
H -2.41869 1.32239 -5.53894
H -3.98602 6.10228 -1.03094
N 1.47651 1.38198 3.04641
H -3.27916 4.62419 -1.67400
C -2.77410 -3.95063 0.05287
H 0.38966 2.35055 5.65318
O -2.49751 -0.66506 1.36226
H 1.53608 2.15178 3.68547
H -0.58597 -1.07479 2.82753
H -3.22955 8.47741 -2.48841
N 4.14202 -0.54086 -1.71495
C 1.41394 -3.58872 0.42503
C 0.42293 5.94846 -0.65852
C 0.67612 1.29394 5.65878
S 1.50984 -1.10773 -1.99466
C -1.70995 7.64078 -1.19388
H 1.25245 5.27044 -0.47132
H 3.86434 2.59307 1.27268
C 3.01149 -0.33963 -2.35805
H -1.94995 -0.12464 4.16580
H -2.16886 3.79666 -5.60579
C -1.18599 -0.24901 4.93125
O -1.15746 -0.17355 -1.14767
H -0.95655 -1.31062 5.05250
C -0.49454 8.15335 -0.75825
In 0.43123 -0.53891 0.35438
H -1.82660 0.11955 -3.45313
C -1.95368 3.25600 -4.68997
H -2.56498 9.61103 -1.30905
H -1.58590 0.12050 5.86817
C 0.51382 0.43343 3.35591
C 2.34250 1.42115 1.96506
H -0.38585 9.22478 -0.62948
C -2.03095 -5.10584 -0.06718
C -2.08266 1.86479 -4.66425
H 3.03967 0.69482 0.33743
H -3.85160 -3.96201 -0.02807
H 3.38132 -1.60562 -0.23517
N 3.21027 2.44975 2.01840
N -0.84782 4.00870 -1.26964
H 3.88520 0.84133 -3.80815
H 0.38429 0.87698 6.61689
C -2.89505 -1.49976 0.59441
H -3.54219 6.01768 -2.72536
O 2.24823 -4.55038 0.09936
C -1.54423 3.95752 -3.57761
H -0.34713 3.47609 -0.58443
H -0.06193 -5.93707 0.00225
N 3.02976 0.50633 -3.39388
N 2.30972 0.53700 1.02145
H -4.52434 -0.66968 0.16127
O -0.08421 1.54463 -0.32227
O 1.85156 -2.53457 0.81749
C -3.23625 5.70957 -1.72088
H -2.51530 -6.05666 -0.25104
N 0.12812 -0.45039 2.48028
C -2.11459 -2.75875 0.31374
H 4.90408 -2.02313 -0.67883
H 1.81494 -5.33338 -0.25901
O -4.05536 -1.49267 -0.04142
C -1.32333 1.88530 -2.35874
H 1.50975 7.71603 -0.11801
H 3.23832 3.10261 2.78042
H 1.75928 1.20183 5.58670
C -2.86441 8.57636 -1.46305
C -0.86291 1.07790 -1.22685
H 4.97326 -0.05699 -2.00728
C -0.78203 5.42153 -1.12376
C -1.87305 6.25293 -1.36118
N -0.78502 -2.68043 0.41525
H 2.17465 0.62838 -3.91062
C -1.23849 3.30012 -2.37630
C -1.75926 1.19877 -3.50445
*
```

For the energy above the lowest of the compared OMol25 structures with the same formula, charge and spin, the calculation gives 54.8 kJ/mol. The calculation puts the HOMO energy at -11.4 eV.


No. 3
DFT (wB97M-V/def2-TZVPD) results for a molecular structure, C27H35MgN4O7P.

The geometry in ORCA input format:
```
! wB97M-V def2-TZVPD RIJCOSX def2/J DEFGRID3
* xyz 0 1
H 0.21118 -5.23178 0.17323
O 0.92481 -0.18125 2.06466
C -0.16109 -3.15788 -0.16516
H 0.59169 0.48725 -2.57436
C 5.53197 -1.71204 3.27023
O -0.43117 2.56189 1.13419
H -1.65640 -0.00652 -0.76811
H 2.65306 4.10803 1.40139
H 4.12860 3.37459 -0.53712
H 0.95676 4.48060 0.98751
C 1.68611 0.41566 4.60707
C 1.33701 1.74790 4.35602
C 5.59726 -2.65134 2.23525
H 6.54795 -3.13174 1.99430
C 1.65571 2.63316 0.21648
Mg 0.38085 -0.20413 0.10025
H 0.19606 -5.50672 4.25397
H 4.77630 1.71217 -0.56188
N 2.31296 0.54343 -0.59734
H 2.24142 4.64052 -0.24308
N 0.48477 1.98979 0.44714
H 2.32364 -2.64102 1.28497
C 1.46935 2.70517 5.36326
O -3.40622 2.52589 1.99080
H 0.95051 2.02610 3.37365
H 2.37583 -1.00394 6.09492
H 4.48567 -3.66400 0.66586
C 1.93568 2.33653 6.63032
C 2.25900 1.00162 6.89163
O 3.04348 -0.19876 -1.35748
H -1.05920 -4.89823 -1.01783
C -0.08218 -4.56489 -0.64969
C 4.44927 -2.96858 1.50646
C -1.20953 0.52925 -1.62279
N 0.76967 -2.23218 -0.37587
C 0.79814 -3.48334 3.83513
H 1.20918 3.74229 5.15189
O 1.76381 -2.58027 -1.27785
H 2.04580 3.08956 7.41210
C -0.81046 -1.76078 4.39763
H -1.07861 -0.70379 4.46805
H -1.98283 -3.82765 2.27079
H 1.77745 -3.77385 3.45489
C 3.96024 2.35843 -0.90667
H -2.11478 -0.14896 2.09974
C 3.14712 -1.47915 2.90916
C 2.13068 0.03973 5.88774
C 4.31542 -1.09884 3.59282
C -1.28234 -2.68135 0.62109
O 0.11128 -0.05488 -1.92465
H 0.65241 -4.64698 -1.45628
H -1.14126 1.60468 -1.40203
C 1.88916 4.05044 0.61243
C 2.65432 1.83493 -0.42639
N -1.29263 -1.37843 0.87808
C -0.08980 -4.45452 4.29847
O -2.25738 -1.08680 1.86319
C -2.29472 -3.56499 1.24976
H -2.65401 -2.42811 5.27785
H -2.39874 -4.49655 0.68419
H -3.85096 2.14129 1.21391
H 2.61854 0.70231 7.87781
H 4.27110 -0.33348 4.36667
C 3.22680 -2.39306 1.85100
P 1.52804 -0.80855 3.30298
C -1.32763 -4.08383 4.82770
H -1.85202 0.38149 -2.50529
H -2.47277 2.63300 1.70394
H 2.27303 -1.70764 -1.38159
C -1.68840 -2.73396 4.87130
H 3.98199 2.38237 -2.00509
C 0.43970 -2.12992 3.88106
H -2.01179 -4.84286 5.21361
H 6.42698 -1.44406 3.83005
H -3.26162 -3.05455 1.29376
*
```

For the energy above the lowest of the compared OMol25 structures with the same formula, charge and spin, the calculation gives 0.0 kJ/mol. The calculation puts the HOMO energy at -5.3 eV.


No. 4
DFT (wB97M-V/def2-TZVPD) results for a molecular structure, C27H35N5O2P2Pt.

The geometry in ORCA input format:
```
! wB97M-V def2-TZVPD RIJCOSX def2/J DEFGRID3
* xyz 0 3
H 2.15758 -1.22957 2.94386
H 3.20945 -0.44931 -3.74842
H 4.31722 -1.25631 -2.57652
C 0.39045 1.67584 -1.07157
C 3.52529 -3.98315 -3.00396
N 2.82104 -3.31532 -2.00035
H 7.13987 -2.09252 4.38916
C 2.58883 -1.38310 1.93729
H 4.99431 0.72082 -1.79130
C 5.31849 -2.32117 1.96194
C 6.36949 -1.34513 4.16848
C 0.92741 -2.66459 -4.16132
H 3.75710 -3.49646 -3.94053
O 2.50491 4.14328 1.59772
H 2.48696 3.89702 -2.32864
H -0.81276 -1.88215 -1.48075
C 6.98056 -0.81939 0.63626
H 4.38705 -6.04289 -3.15455
C 1.58907 3.33502 -2.06624
H 4.55139 5.38078 2.22856
C 5.36226 4.64295 0.26897
N 1.53217 3.38261 1.07304
H 4.57072 -3.07608 1.65313
H 0.22726 0.80281 -0.45298
H 7.20284 0.60863 4.43526
H 7.96372 -0.25668 3.10892
C 3.83875 -5.29062 -2.59480
C 3.93398 0.81217 -2.08629
C 5.22445 -1.92062 3.36496
C 6.99658 -0.05430 3.59003
O 1.81797 2.19117 1.20514
H 3.38206 -6.31427 -0.65612
N 1.68846 2.10807 -1.40000
C 2.64822 -4.23714 -0.96623
C -0.47511 -2.33893 -2.39292
H 6.42584 -2.85392 0.18371
C -0.14729 -3.50145 -4.32220
H -1.94505 -3.84037 -3.03035
H 4.45700 -2.45923 3.95343
C 4.85084 3.60147 -0.56945
N 0.77043 -1.94986 -2.96215
H 6.10675 5.36727 -0.05304
C 6.56644 -2.24514 1.10371
H 5.15126 3.34161 -1.58061
C 6.09470 0.66901 2.61598
H 2.67137 -2.46393 1.73339
H 6.10063 1.18871 0.52606
H 1.95196 -0.90008 1.18480
H 2.06717 -3.96720 -0.09444
H 5.94818 -1.11154 5.15481
N 3.90966 2.87846 0.06885
C 4.71630 4.61326 1.48224
H 6.80884 -0.78890 -0.45577
C 0.23900 3.63740 -2.20290
C 3.29080 -5.43709 -1.28675
H 3.79933 2.65324 2.14479
H -1.58667 2.55456 -1.47065
C 3.45420 -0.56248 -2.67468
P 2.01359 -1.52480 -1.88453
H -0.14882 4.55709 -2.63605
C 3.74846 3.46102 1.42634
H -0.29934 -4.18039 -5.15042
C 6.16035 0.32736 1.21499
C -1.02816 -3.31322 -3.20011
C -0.51111 2.58759 -1.58704
H 8.06517 -0.67398 0.78019
H 7.38569 -2.74783 1.64470
H 1.81200 -2.48695 -4.76418
Pt 4.44139 -0.47163 2.18212
H 3.89072 1.60988 -2.84642
H 5.77336 1.69554 2.85612
P 3.04397 1.39085 -0.56594
*
```

For the energy above the lowest of the compared OMol25 structures with the same formula, charge and spin, the calculation gives 470.6 kJ/mol. As for the expectation value of S²: 2.03. The calculation puts the HOMO energy (alpha / beta) at -6.2 / -7.8 eV.